96
Properties=species:S:1:pos:R:3:forces:R:3 method="wB97M-V/def2-TZVPD" relative_energy_kj_mol=114.8 e_tot_ha=-6320.57798 homo_ev="-7.27 / -7.25" lumo_ha="-0.058 / -0.059" multiplicity=1 gap_ev="5.7 / 5.7"
Co -1.10575 0.42894 0.40621 1.057 -0.259 -0.436
C -0.38853 3.06903 2.85429 -0.108 -0.142 -0.007
C 0.64150 2.03225 2.57350 0.017 0.064 0.080
C 1.97788 2.01826 2.98655 -0.025 -0.066 -0.256
C 2.47198 0.80955 2.55059 -0.212 0.279 -0.088
N 1.48717 0.14936 1.92150 0.542 -0.008 -0.124
N 0.37759 0.90471 1.91827 -1.443 0.079 -0.851
B 1.44472 -1.36919 1.65699 -0.287 -0.070 -0.215
N -0.00943 -1.85300 1.76878 0.243 -0.018 0.621
C -0.38706 -2.99938 2.34988 -0.280 -0.116 -0.106
C -1.67436 -3.28080 1.95551 0.232 0.157 -0.138
C -2.02942 -2.23113 1.10468 -0.208 -0.140 -0.035
C -3.35069 -2.05538 0.44531 -0.085 0.197 0.004
N -1.00271 -1.38356 1.00737 -0.370 -0.024 0.019
N 1.89811 -1.81778 0.26680 0.584 -0.259 -0.111
C 3.14393 -2.07562 -0.18008 0.180 -0.005 -0.201
C 3.03637 -2.63956 -1.43346 0.099 -0.006 0.283
C 1.64946 -2.70200 -1.67528 0.261 0.068 0.262
C 0.94323 -3.23737 -2.87246 -0.045 0.123 -0.007
N 0.99389 -2.21287 -0.63930 -0.525 -0.442 -0.323
N 2.26726 -2.04369 2.74150 0.326 -0.323 -0.210
C 2.88656 -3.24636 2.70905 0.158 -0.202 0.020
C 3.30652 -3.54161 3.98162 -0.093 0.018 -0.174
C 2.87750 -2.44769 4.75671 0.005 -0.122 -0.244
C 3.02947 -2.25861 6.22413 -0.117 0.075 -0.022
N 2.25366 -1.56610 3.99730 -0.194 0.380 0.640
H 0.07488 4.04551 2.97081 -0.011 0.065 -0.036
H -1.12856 3.10901 2.06180 -0.078 0.089 -0.075
H -0.91556 2.82407 3.77681 -0.017 -0.002 0.059
H 2.49526 2.78285 3.52798 0.108 0.143 0.140
H 3.44958 0.38853 2.66815 0.092 -0.214 0.087
H 0.26761 -3.55201 2.99402 0.216 -0.009 0.066
H -2.27957 -4.12294 2.22243 -0.104 -0.140 0.080
H -4.12594 -1.88367 1.19169 -0.028 0.030 0.085
H -3.33465 -1.20231 -0.23070 -0.103 -0.139 -0.034
H -3.62142 -2.95326 -0.11082 0.046 0.064 0.001
H 4.00542 -1.83405 0.41246 0.198 0.007 0.103
H 3.83084 -2.96924 -2.07300 0.198 -0.079 -0.111
H 1.61822 -3.83294 -3.48329 0.026 -0.085 -0.009
H 0.10292 -3.85214 -2.55865 -0.064 -0.047 -0.091
H 0.54750 -2.42609 -3.48696 -0.068 -0.013 0.013
H 2.98330 -3.80847 1.80039 -0.004 -0.045 -0.178
H 3.84623 -4.40701 4.31255 0.084 -0.162 0.012
H 3.90160 -2.79167 6.59475 0.059 0.007 0.042
H 3.12480 -1.20100 6.45216 0.009 0.073 0.113
H 2.15068 -2.64476 6.74052 -0.006 0.014 0.110
C -1.52056 2.84755 -1.55286 0.308 0.083 -0.503
N -1.88959 2.08021 -0.38647 -0.386 0.383 0.480
C -3.02374 2.38224 0.17573 0.523 0.022 -0.295
C -3.37135 1.66337 1.32198 -0.449 -0.137 0.436
C -4.33893 1.79141 2.32643 0.271 0.140 -0.497
C -4.01115 0.84992 3.28749 0.165 -0.171 0.123
C -2.87141 0.17909 2.83647 0.043 -0.239 0.333
N -2.49274 0.65866 1.65144 -0.209 0.393 -0.401
C -0.55683 3.97626 -1.27337 -0.200 0.106 0.161
C -0.60143 5.12757 -2.04795 0.052 -0.136 -0.004
C 0.30515 6.14958 -1.83379 0.052 0.123 -0.068
C 1.24622 6.05143 -0.82359 0.070 0.072 0.003
C 1.28481 4.91473 -0.03479 -0.001 -0.112 0.066
C 0.39587 3.88059 -0.26917 -0.151 0.203 0.022
H -2.42380 3.25876 -2.02567 0.192 -0.156 0.015
H -1.06017 2.16678 -2.27782 -0.290 0.026 0.005
H -3.66125 3.17115 -0.21874 0.084 -0.007 -0.037
H -5.14897 2.49359 2.34285 -0.166 0.151 -0.010
H -4.51442 0.67008 4.21732 -0.090 -0.075 0.154
H -2.34469 -0.60944 3.34146 0.183 -0.179 -0.044
H -1.34398 5.22645 -2.82648 -0.110 -0.016 -0.102
H 0.27433 7.02677 -2.45989 -0.023 0.163 -0.054
H 1.94167 6.85907 -0.65200 0.070 0.073 0.018
H 2.01149 4.81791 0.75952 0.076 0.018 0.058
H 0.43692 2.98620 0.32841 0.033 -0.057 0.106
Se -1.72904 -0.55259 -2.35908 0.168 0.404 0.501
C -2.92580 -1.80191 -3.15616 -0.085 0.229 0.439
C -3.77486 -1.40918 -4.18925 0.109 -0.072 0.145
C -4.58493 -2.36653 -4.77084 0.014 0.192 -0.192
N -4.61015 -3.63629 -4.39849 -0.339 -0.347 -0.197
C -3.79787 -4.00377 -3.42002 0.127 -0.166 0.171
C -2.93228 -3.14067 -2.77440 -0.014 0.139 -0.107
H -3.78779 -0.38250 -4.52737 -0.052 0.023 0.023
H -5.25100 -2.10798 -5.58353 -0.066 0.120 -0.075
H -3.84616 -5.04950 -3.14380 0.070 -0.099 0.075
H -2.26084 -3.48623 -2.00177 0.001 -0.053 0.064
O 0.55345 0.49352 -0.97677 -0.812 -0.489 0.992
S 1.45155 1.43282 -1.71129 1.088 -0.114 -1.197
C 3.10572 0.65783 -1.94347 -0.266 0.303 0.129
C 3.54555 1.21087 -3.28456 -0.042 0.013 -0.108
C 2.40743 0.87284 -4.24612 0.182 0.078 -0.022
C 1.10431 1.19352 -3.52037 -0.051 0.133 0.087
H 2.98573 -0.42341 -1.96912 -0.138 0.055 0.050
H 3.76463 0.94079 -1.12651 -0.096 0.022 0.168
H 4.49386 0.78248 -3.61375 -0.008 0.029 0.120
H 3.66969 2.29410 -3.21251 0.090 0.058 -0.064
H 2.45303 -0.19149 -4.48751 -0.056 0.037 0.012
H 2.48789 1.43097 -5.18061 -0.016 -0.058 0.043
H 0.37656 0.38618 -3.59443 -0.092 0.083 0.195
H 0.64786 2.11735 -3.87386 -0.024 0.017 0.022

96
Properties=species:S:1:pos:R:3:forces:R:3 method="wB97M-V/def2-TZVPD" relative_energy_kj_mol=31.0 e_tot_ha=-4308.52482 homo_ev=-0.83 charge=-2 lumo_ha=0.137 multiplicity=1 gap_ev=4.6
Ca -0.39294 -0.36650 -0.29355 0.310 -0.531 0.379
C 0.47795 3.34197 -1.12398 -0.008 -0.023 -0.021
C 1.87460 2.98426 -0.58540 0.001 0.011 0.071
C 2.11598 1.51416 -0.19514 0.009 0.176 -0.152
N 1.55493 0.57628 -1.15557 -0.282 0.016 0.135
C 1.91771 0.49056 -2.38869 0.037 -0.032 0.056
C 3.13635 1.06395 -2.89597 -0.018 -0.052 -0.008
C 3.48103 1.46708 -4.15587 0.029 0.007 0.016
C 2.71540 1.46896 -5.33003 -0.002 -0.014 0.027
C 1.46602 0.89454 -5.45189 -0.015 0.017 -0.054
C 0.73364 0.09690 -4.58037 0.037 -0.045 0.041
C 1.00648 -0.34265 -3.25420 0.069 -0.086 -0.005
N 0.40723 -1.36344 -2.66922 -0.152 0.396 -0.148
C -0.41705 -2.21907 -3.51511 0.048 -0.019 0.068
C -1.91862 -1.90642 -3.55608 0.015 0.010 -0.020
C -2.62217 -2.02942 -2.19830 0.040 -0.022 0.011
N -2.42271 -0.87440 -1.35655 0.138 0.187 0.161
C -3.30841 0.08687 -1.32082 -0.192 0.108 -0.027
C -4.42288 0.18348 -2.19966 0.037 -0.023 -0.028
C -5.60606 0.90436 -2.10257 -0.032 -0.010 -0.015
C -6.11321 1.65698 -1.06240 0.018 -0.008 -0.003
C -5.42768 1.92129 0.13263 0.013 0.041 0.025
C -4.11242 1.72731 0.45094 0.041 0.028 0.019
C -3.02434 1.20582 -0.34055 -0.148 0.060 -0.063
N -1.78258 1.53325 -0.18903 0.108 -0.234 -0.237
C -1.31572 2.60434 0.67579 -0.027 -0.044 0.048
C -0.61943 3.71546 -0.11821 0.014 0.035 0.022
H 0.11352 2.55489 -1.78951 0.017 0.002 0.002
H 0.61288 4.21963 -1.76315 -0.018 0.008 -0.005
H 2.08456 3.59387 0.29863 0.022 0.001 -0.027
H 2.60565 3.26255 -1.34869 -0.007 -0.022 -0.026
H 1.63619 1.32829 0.77437 0.041 -0.089 -0.005
H 3.18453 1.33272 -0.02925 0.006 0.064 0.014
H 3.87411 1.23359 -2.11840 -0.008 0.033 -0.001
H 4.47495 1.90008 -4.23859 -0.006 0.007 -0.009
H 3.12812 1.97075 -6.19663 -0.003 0.000 -0.006
H 0.97781 1.05122 -6.41124 0.008 -0.003 -0.002
H -0.20915 -0.24706 -4.98358 0.001 -0.017 -0.012
H -0.31962 -3.24604 -3.13648 -0.022 0.005 0.046
H -0.02947 -2.22966 -4.54093 0.011 -0.072 -0.011
H -2.37273 -2.61932 -4.25470 0.002 0.009 -0.020
H -2.08824 -0.90431 -3.96047 -0.011 0.010 0.033
H -2.19656 -2.89990 -1.67681 -0.049 0.033 -0.024
H -3.68736 -2.24842 -2.33805 0.000 0.024 -0.034
H -4.33302 -0.41653 -3.09772 -0.003 0.010 -0.003
H -6.25981 0.79935 -2.96592 -0.006 -0.002 0.007
H -7.12256 2.03881 -1.15681 -0.006 -0.003 -0.005
H -6.01488 2.39071 0.91798 -0.006 0.006 -0.008
H -3.81340 2.04854 1.44112 -0.011 0.005 -0.002
H -0.62307 2.17663 1.41070 0.020 -0.008 -0.028
H -2.11467 3.07143 1.25464 0.018 0.005 0.024
H -0.21813 4.42529 0.61268 -0.017 0.003 0.007
H -1.40069 4.24380 -0.67530 0.005 0.006 -0.010
C 1.85848 -5.15812 -1.68817 -0.029 -0.006 0.011
C 2.72907 -4.44937 -0.72428 0.040 -0.067 0.003
N 3.93716 -4.78439 -0.40575 -0.003 0.023 -0.004
N 4.31624 -3.81173 0.48267 0.022 0.049 0.047
C 3.37979 -2.87206 0.72270 0.062 -0.042 -0.095
S 3.49361 -1.53572 1.69674 0.012 0.042 0.050
N 2.34476 -3.30489 -0.06718 -0.078 0.045 0.036
N 1.11994 -2.67209 -0.18381 -0.185 -0.067 0.098
H 2.37969 -6.04665 -2.03579 -0.017 -0.004 -0.008
H 1.62967 -4.51378 -2.53963 -0.001 -0.004 0.008
H 0.92186 -5.44585 -1.20901 -0.001 -0.013 0.018
H 5.23088 -3.80951 0.89281 -0.003 -0.020 0.004
H 0.94462 -2.44020 -1.16944 0.000 0.099 -0.061
H 0.38796 -3.24672 0.23197 0.107 -0.122 0.003
S -2.87034 -1.97429 3.92690 -0.004 0.048 -0.057
C -1.87172 -1.55843 2.68309 -0.083 0.076 -0.013
N -1.14807 -1.28979 1.80913 -0.062 -0.080 -0.057
S -0.42629 -5.67743 1.58857 0.019 0.012 -0.070
C 0.20225 -4.86427 2.89690 0.055 0.038 0.058
N -0.46369 -4.12677 3.77037 0.209 0.239 -0.157
C 0.28926 -3.47677 4.83505 -0.013 -0.014 0.011
C 1.74230 -3.43188 4.38058 -0.043 0.030 0.040
S 1.91898 -4.88444 3.29967 0.026 0.015 -0.061
H -1.39129 -3.75559 3.56033 -0.153 -0.249 0.082
H 0.18288 -4.05078 5.76065 -0.022 -0.014 -0.004
H -0.12189 -2.47992 4.98987 0.019 -0.003 0.022
H 2.43467 -3.50610 5.21616 0.005 0.000 -0.010
H 1.96033 -2.53241 3.80667 0.026 -0.033 -0.063
C 1.03629 0.90942 3.55282 0.053 -0.002 -0.041
C 0.76156 2.24423 3.59892 0.025 0.063 0.017
C -0.49808 2.78595 4.07889 0.012 -0.013 0.002
C -0.76015 4.12108 4.09335 0.000 0.005 -0.005
C 0.18280 5.08307 3.64096 -0.013 -0.120 0.013
C 1.42257 4.58491 3.16680 0.001 0.024 0.002
C 1.70305 3.25294 3.14211 0.013 -0.029 0.007
C -0.08785 6.46468 3.69370 -0.005 0.113 -0.017
N -0.30475 7.60433 3.74068 0.003 -0.025 0.004
H 0.31842 0.16702 3.87794 -0.058 0.034 -0.013
H 1.98938 0.55367 3.18021 -0.002 -0.012 -0.003
H -1.25471 2.08669 4.41978 0.005 -0.003 0.002
H -1.72246 4.46735 4.45710 0.006 0.016 0.001
H 2.16639 5.29168 2.81104 -0.008 0.009 0.006
H 2.66633 2.91607 2.76988 -0.005 -0.001 0.007